Model one:
18
Properties=species:S:1:pos:R:3 method="wB97M-V/def2-TZVPD" homo_lumo_gap_ev=9.67 homo_energy_ha=-0.3268 mol_weight_da=134.204 smiles="NCNC(=O)CCS"
N 0.23014 2.08074 2.81270
C -0.22042 2.45664 1.39034
N 0.59361 1.69406 0.41503
C 0.31835 0.47097 -0.23590
O 1.22708 0.19361 -0.97277
C -0.90882 -0.32695 -0.06500
C -0.60382 -1.81817 -0.03722
S -0.28836 -2.35717 -1.79874
H 0.08024 1.10891 2.96283
H 0.96738 2.56565 3.13678
H -0.12158 3.56169 1.13441
H -1.29161 2.19735 1.15198
H 1.48432 2.04775 0.14826
H -1.41549 -0.09841 0.88853
H -1.46207 -0.05395 -1.03278
H -1.59942 -2.25362 0.33778
H -0.00013 -2.30041 0.82976
H 0.87740 -1.72764 -1.90305



Model two:
18
Properties=species:S:1:pos:R:3 method="wB97M-V/def2-TZVPD" homo_lumo_gap_ev=9.67 homo_energy_ha=-0.3291 mol_weight_da=134.204
C 1.18798 0.59446 1.09232
C 0.39541 0.01862 -0.06085
C 0.71375 -1.34468 -0.51097
C -2.00603 0.09584 -0.77125
N 0.51849 1.83390 1.61469
N -1.05133 0.19989 0.36870
O -1.85338 1.58347 2.40901
S -1.16352 1.69942 1.15896
H 1.14264 -0.12196 1.82416
H 2.22436 0.81321 0.78557
H 0.36568 0.74976 -0.87605
H 0.00014 -1.86119 -1.11728
H 0.68446 -1.96526 0.34158
H 1.62044 -1.42148 -0.98930
H -2.97723 0.57356 -0.35851
H -1.64170 0.48287 -1.74725
H -2.16668 -0.92994 -1.15528
H 0.69919 2.67292 0.94891



Model three:
18
Properties=species:S:1:pos:R:3 method="wB97M-V/def2-TZVPD" homo_lumo_gap_ev=9.41 homo_energy_ha=-0.3223 mol_weight_da=134.204 smiles="C[C@@H](CO)N(N)C=S"
C 0.89812 1.36980 0.80258
C 0.36260 0.52301 -0.32241
C 1.39293 -0.44791 -0.92526
O 1.87421 -1.37999 0.03415
N -0.89190 -0.15356 -0.08051
N -0.81047 -1.30425 0.83858
C -2.09943 0.22871 -0.52566
S -3.58623 -0.26291 -0.06143
H 0.90672 0.83551 1.74956
H 0.29941 2.26318 0.96252
H 1.91285 1.74472 0.63185
H 0.22342 1.15815 -1.20301
H 2.24901 0.12743 -1.32675
H 0.96373 -0.98737 -1.78003
H 1.04048 -1.74531 0.39927
H -1.45083 -2.03685 0.46323
H -1.27559 -0.91723 1.63253
H -2.00905 0.98487 -1.28924



Model four:
18
Properties=species:S:1:pos:R:3 method="wB97M-V/def2-TZVPD" homo_lumo_gap_ev=9.77 homo_energy_ha=-0.3313 mol_weight_da=134.204 smiles="NCN[C@@H](C=O)CS"
N 0.90000 0.87731 2.79773
C 0.11669 -0.27409 2.35461
N 0.66833 -0.88688 1.17079
C 0.32710 -0.14031 -0.05788
C 1.45498 -0.27852 -1.02755
O 1.37612 -0.54572 -2.19078
C -1.00618 -0.57657 -0.59941
S -1.93299 0.75017 -1.45960
H 1.87385 0.60693 2.86907
H 0.60593 1.16052 3.72927
H -0.89081 0.06606 2.10821
H -0.03688 -1.02073 3.13170
H 1.67352 -0.98378 1.23406
H 0.29930 0.91559 0.23705
H 2.46113 -0.10088 -0.58576
H -1.68628 -0.91780 0.16262
H -0.85631 -1.39015 -1.31335
H -0.92424 1.61328 -1.61324



Name the most stable of them. model four.



Model one:
9
Properties=species:S:1:pos:R:3 method="wB97M-V/def2-TZVPD" homo_lumo_gap_ev="9.81 / 9.57" homo_energy_ha="-0.6081 / -0.6087" mol_weight_da=61.064 total_charge=+1
C -0.08535 -0.83351 -0.71500
N 0.14992 0.45782 1.21902
N 0.14642 0.28684 0.00848
O -0.09366 2.29212 -0.99144
H -0.31790 -1.74071 -0.14156
H 0.77651 -0.98949 -1.38937
H -0.86741 -0.59303 -1.45743
H -0.04066 -0.29137 1.91079
H 0.33211 1.41132 1.55651



Model two:
9
Properties=species:S:1:pos:R:3 method="wB97M-V/def2-TZVPD" homo_lumo_gap_ev=10.99 homo_energy_ha=-0.6097 mol_weight_da=61.064 total_charge=+1
C -0.42430 0.00168 0.45271
N -1.27902 -0.88737 -0.07031
N 0.96666 0.29112 -0.12890
O -1.22793 0.81772 -0.23545
H -0.52491 0.03688 1.47687
H -1.20637 -1.28842 -0.97845
H 1.60640 -0.53723 0.08066
H 1.38268 1.06839 0.44585
H 0.70679 0.49723 -1.04299



Name the most stable of them. model two.



Model one:
9
Properties=species:S:1:pos:R:3 method="wB97M-V/def2-TZVPD" homo_lumo_gap_ev=11.84 homo_energy_ha=-0.5876 mol_weight_da=61.064 total_charge=+1
C -2.39846 0.71794 -0.35673
N 0.47190 -0.53415 -0.16278
N -1.55365 1.11609 0.41276
O -3.04475 0.06962 -1.04845
H -0.19379 0.04619 0.40777
H 1.16005 -1.04250 0.36121
H -1.66630 2.00495 0.94830
H 0.91461 -0.24636 -0.98863
H -0.07284 -1.15442 -0.75806



Model two:
9
Properties=species:S:1:pos:R:3 method="wB97M-V/def2-TZVPD" homo_lumo_gap_ev=11.53 homo_energy_ha=-0.5731 mol_weight_da=61.064 total_charge=+1 smiles="[NH3+]/C=N/O"
N -0.52175 -0.83847 -0.22500
C 0.62739 0.09069 0.09423
N 0.26522 1.26981 0.52745
O 1.13785 2.18130 0.87459
H -0.66552 -1.81159 0.11599
H -1.27885 -0.06681 -0.01079
H -0.48987 -0.83046 -1.22914
H 1.61020 -0.48300 0.00333
H 0.61805 2.89761 1.22250



Name the most stable of them. model one.



Model one:
13
Properties=species:S:1:pos:R:3 method="wB97M-V/def2-TZVPD" homo_lumo_gap_ev=8.73 homo_energy_ha=-0.4809 mol_weight_da=120.161 total_charge=+1
C 2.06294 -0.12507 2.11283
N 0.20927 0.77992 -0.87060
N 2.93869 0.57536 1.66372
N -1.83264 0.25923 -1.65687
N -0.92288 -0.90069 0.03546
N -0.78716 0.07853 -0.81653
S 0.85316 -1.07695 2.59288
H 0.24975 1.50885 -1.60532
H 3.72084 1.13947 2.04000
H -1.72017 0.84076 -2.48138
H -2.64720 -0.28310 -1.57996
H -0.38584 -1.28813 0.86306
H -1.73875 -1.50818 -0.29730



Model two:
13
Properties=species:S:1:pos:R:3 method="wB97M-V/def2-TZVPD" homo_lumo_gap_ev=6.95 homo_energy_ha=-0.4211 mol_weight_da=120.161 total_charge=+1
C 2.01463 -0.25323 -0.06190
N 0.81804 -0.21268 -0.44145
N 3.06449 -0.97557 0.19828
N -1.97175 1.27338 0.58202
N -2.13912 -0.49062 -0.73640
N -1.78709 0.70238 -0.52904
S 1.51798 1.42230 0.01735
H 3.02949 -1.97763 0.07034
H 3.92411 -0.56234 0.52515
H -1.63804 2.22794 0.65362
H -2.38809 0.81641 1.39793
H -1.88236 -0.86845 -1.64161
H -2.56230 -1.10191 -0.03429



Name the most stable of them. model two.



Model one:
9
Properties=species:S:1:pos:R:3 method="wB97M-V/def2-TZVPD" homo_lumo_gap_ev=10.00 homo_energy_ha=-0.3578 mol_weight_da=94.077 smiles="N#CC=C=N.N#N"
N 2.97575 -0.24214 0.34020
C 1.91973 -0.22056 -0.14099
C 0.67019 -0.26288 -0.82082
C -0.50994 -0.51470 -0.29334
N -1.67028 -0.66057 0.00265
H 0.29755 -1.35646 -1.20228
H -2.13842 -1.54728 -0.05590
N -1.13355 2.76287 1.29161
N -0.41103 2.04172 0.87886



Model two:
9
Properties=species:S:1:pos:R:3 method="wB97M-V/def2-TZVPD" homo_lumo_gap_ev=8.12 homo_energy_ha=-0.3581 mol_weight_da=94.077
N 3.09698 -0.26485 0.27065
C 1.98153 -0.19935 -0.07552
C 0.70317 -0.00049 -0.58012
C -0.48058 -0.60536 -0.32510
N -1.68086 -0.59838 0.05844
N -1.24646 2.25390 1.04654
N -0.16160 2.21930 0.86008
H 0.03355 -1.40093 -1.03718
H -2.24575 -1.40386 -0.21778



Name the most stable of them. model one.



Model one:
12
Properties=species:S:1:pos:R:3 method="wB97M-V/def2-TZVPD" homo_lumo_gap_ev=9.70 homo_energy_ha=-0.3620 mol_weight_da=95.101 smiles="C#CC(=O)N1CC1"
C 3.23671 -0.43197 0.81048
C 2.06555 -0.44807 0.38604
C 0.56147 -0.53471 0.24191
O 0.07269 -1.41955 0.94308
N -0.18661 0.36668 -0.48084
C -1.31685 1.00118 0.17167
C -1.58534 0.15842 -1.03752
H 4.36897 -0.87962 0.75721
H -1.34854 2.07875 -0.05379
H -1.81631 0.52909 0.92263
H -2.07633 -0.85944 -0.61384
H -1.97542 0.43924 -2.04702



Model two:
12
Properties=species:S:1:pos:R:3 method="wB97M-V/def2-TZVPD" homo_lumo_gap_ev="8.07 / 8.07" homo_energy_ha="-0.3089 / -0.3089" mol_weight_da=95.101
O 1.17294 2.13536 -0.34946
C 0.54432 1.13469 -0.13872
C 0.99789 -0.25260 0.22585
C 2.20263 -0.86230 0.17733
C -0.90375 0.80452 -0.46776
C -0.79843 -0.64168 -0.20146
N -1.64756 0.16541 0.60693
H 2.17031 -1.95813 0.13513
H -1.45675 1.28472 -1.26827
H 0.27962 -0.81735 0.91524
H -1.12832 -1.52522 -0.73493
H -1.32952 0.37157 1.55410



Model three:
12
Properties=species:S:1:pos:R:3 method="wB97M-V/def2-TZVPD" homo_lumo_gap_ev=9.98 homo_energy_ha=-0.4093 mol_weight_da=95.101
O 0.40705 0.05058 2.00272
C -0.61635 -0.06201 1.05864
C -0.17193 0.44019 -0.35236
C 1.39155 -1.26690 -0.59039
C 1.23989 0.00072 -0.82513
C -1.20830 0.11411 -1.34074
N -2.05335 -0.16647 -2.07917
H 1.06207 -0.63204 1.79565
H -1.02208 -1.08247 0.99915
H -1.42421 0.59775 1.38812
H -0.09465 1.52524 -0.28862
H 1.92521 0.73711 -1.24618



Name the most stable of them. model three.



Model one:
12
Properties=species:S:1:pos:R:3 method="wB97M-V/def2-TZVPD" homo_lumo_gap_ev=7.63 homo_energy_ha=-0.3016 mol_weight_da=95.101
O -1.18183 2.19925 -1.25328
C -1.04450 1.08595 -0.80382
C 0.14448 0.65809 0.03182
C -0.12202 -0.45044 1.07211
C 1.02688 -0.27885 -0.75273
C 0.72285 -1.42838 -0.10655
N 0.32264 -2.39434 0.53556
H -1.75533 0.26374 -1.04709
H 0.63303 1.53995 0.46404
H -1.14211 -0.74474 1.29292
H 0.52100 -0.37799 1.94424
H 1.87491 -0.07226 -1.37721



Model two:
12
Properties=species:S:1:pos:R:3 method="wB97M-V/def2-TZVPD" homo_lumo_gap_ev="8.23 / 8.24" homo_energy_ha="-0.3304 / -0.3304" mol_weight_da=95.101
O -1.17176 -2.58165 -1.11988
C -0.70372 -0.68770 0.65940
C -0.28838 0.74793 0.74871
C 1.17155 0.85700 0.37122
C 0.14436 0.68847 -0.70226
C -0.34980 -0.72626 -0.65023
N -0.43451 -1.73328 -1.56694
H -0.93225 -1.42687 1.41552
H -0.82127 1.55112 1.23577
H 1.83889 0.03355 0.60415
H 1.59685 1.84825 0.47138
H -0.04997 1.42945 -1.46683



Name the most stable of them. model one.



Model one:
12
Properties=species:S:1:pos:R:3 method="wB97M-V/def2-TZVPD" homo_lumo_gap_ev=11.73 homo_energy_ha=-0.4036 mol_weight_da=95.101
C 1.14494 0.42346 -1.01681
C 0.08354 -0.40371 -0.30836
O 0.31517 -1.73676 -0.66268
C 0.13091 -0.21409 1.16089
C 0.18272 -0.09232 2.35436
C -2.33149 0.24975 -1.08475
N -1.22769 0.00349 -0.75889
H 1.01989 1.48175 -0.78299
H 2.12630 0.07962 -0.68614
H 1.04498 0.26698 -2.09307
H -0.32132 -2.29044 -0.18963
H 0.21700 0.01843 3.41746



Model two:
12
Properties=species:S:1:pos:R:3 method="wB97M-V/def2-TZVPD" homo_lumo_gap_ev=7.96 homo_energy_ha=-0.3086 mol_weight_da=95.101
O -0.18894 1.10849 -2.16144
C 0.25995 0.54819 -1.26494
C 0.74987 0.00731 -0.11087
C -0.31607 0.06615 1.06590
C -0.00522 -1.23144 0.45243
C -0.90835 -1.97128 -0.42134
N -1.67649 -2.54277 -1.07245
H 0.49105 2.92161 0.66927
H 1.81043 0.17352 0.07118
H -1.27140 0.46443 0.69773
H 0.34791 2.33449 1.10913
H 0.70727 -1.87869 0.96541



Model three:
12
Properties=species:S:1:pos:R:3 method="wB97M-V/def2-TZVPD" homo_lumo_gap_ev=11.49 homo_energy_ha=-0.3981 mol_weight_da=95.101 smiles=C#C[C@@H](C#N)CO
C 1.12988 1.99171 -0.05057
C 0.58597 0.94594 -0.28866
C 0.24505 -0.47979 -0.39846
C 1.41427 -1.10047 0.24967
N 2.41597 -1.37290 0.74924
C -1.10633 -0.79843 0.27119
O -2.13307 -0.08922 -0.36913
H 1.58178 2.93660 0.13907
H 0.20646 -0.78153 -1.45192
H -1.03725 -0.56243 1.34227
H -1.32858 -1.86335 0.16351
H -1.92367 0.85321 -0.29367



Model four:
12
Properties=species:S:1:pos:R:3 method="wB97M-V/def2-TZVPD" homo_lumo_gap_ev=8.85 homo_energy_ha=-0.3286 mol_weight_da=95.101 smiles="C1=COC2=N[C@@H]2C1"
C -0.04030 -0.09785 1.22829
C 1.25810 -0.19740 0.85134
O 1.52377 -1.22527 -0.07764
C 0.56200 -0.79921 -1.01699
N 0.45870 -0.21165 -2.10967
C -0.71305 -0.18400 -0.85139
C -0.77060 0.87525 0.30920
H -0.57955 -1.03992 1.36130
H 1.88920 0.67932 0.70954
H -1.62792 -0.73073 -1.06560
H -0.17118 1.76133 0.08082
H -1.78918 1.17012 0.58079



Name the most stable of them. model three.